A structure of composition C33H40F3I2N3PmSSbSi, computed with ωB97M-V/def2-TZVPD.

XYZ file:
```
85
Properties=species:S:1:pos:R:3
Pm 9.86842 14.66625 12.21360
C 10.18784 18.48336 16.94573
Si 11.80742 17.58079 17.17004
C 13.25058 18.79774 16.99753
C 11.86700 16.72688 18.86678
C 12.16551 16.33402 15.80985
C 13.32464 15.58911 16.02833
C 13.52094 14.33515 15.41142
C 12.62746 13.97102 14.41444
N 11.65822 14.82994 13.96359
C 11.36258 15.96800 14.62470
S 9.98530 16.81852 14.07622
H 10.06785 19.05438 17.86160
H 9.28520 17.89575 16.80190
H 10.19369 19.19706 16.10541
H 13.10761 19.66842 17.65430
H 13.28482 19.18336 15.93744
H 14.24969 18.38842 17.18114
H 11.69931 17.42365 19.68466
H 12.85814 16.22046 18.99064
H 11.06497 15.98711 18.95360
H 14.10907 15.96375 16.69116
H 14.33901 13.65375 15.69944
H 12.81912 13.03744 13.86997
I 12.77035 14.35165 10.49431
C 11.38573 13.33797 9.04665
I 9.52202 12.25002 9.75839
H 11.96969 12.59628 8.49907
H 11.07315 14.10739 8.34920
C 10.95919 19.59643 7.62934
C 9.90815 19.59115 8.74363
N 9.38502 18.29318 9.16448
C 8.45588 17.64090 8.21588
C 8.99254 16.54764 7.29572
C 9.93872 17.56182 10.13770
C 11.01865 18.20916 10.96886
N 9.50468 16.33334 10.42371
H 11.32607 20.62352 7.50566
H 10.63805 19.29097 6.62395
H 11.87985 19.01855 7.90047
H 9.05823 20.17706 8.41927
H 10.29668 20.11703 9.62640
H 8.04623 18.45286 7.56473
H 7.60946 17.27205 8.79180
H 9.63038 16.88350 6.47216
H 8.16374 15.99381 6.82888
H 9.59256 15.81822 7.81532
H 10.61334 19.05166 11.53120
H 11.75706 18.61392 10.27346
H 11.46415 17.52637 11.69360
H 8.74286 16.11087 9.77714
F 7.55125 6.33615 11.53906
C 8.01150 7.49458 12.11532
C 7.08066 8.34202 12.76888
C 7.54147 9.52548 13.34910
C 8.91769 9.81220 13.27552
C 9.81454 8.98815 12.66675
C 9.37259 7.80394 12.00742
Sb 9.75140 11.58562 14.32498
C 8.29720 13.13559 13.69024
C 7.82331 14.08941 14.61522
C 6.71600 14.90742 14.27030
C 6.19022 14.80297 12.98131
F 5.02474 15.46465 12.65371
C 6.71068 13.90646 12.02805
C 7.69156 12.95595 12.44362
C 9.19836 11.03867 16.35122
C 10.21189 10.61855 17.17659
C 9.90883 10.28452 18.52100
C 8.58621 10.34220 18.95003
F 8.32453 10.06304 20.27288
C 7.52904 10.65235 18.04660
C 7.87576 11.09575 16.76358
H 6.00737 8.08818 12.80405
H 6.82494 10.26264 13.73754
H 10.89424 9.18553 12.74180
H 10.06858 7.13727 11.45910
H 8.39296 14.24021 15.54309
H 6.31965 15.66167 14.97590
H 6.37956 13.90149 10.97892
H 7.91871 12.06386 11.84435
H 11.24647 10.52413 16.84004
H 10.70311 9.95754 19.18290
H 6.47247 10.70832 18.37251
H 7.12267 11.49270 16.02590
```

Computed properties:
ΔE to the lowest compared entry with this formula, charge and spin = 136.1 kJ/mol
gap between HOMO and LUMO (spin up / spin down) = 0.219 / 0.220 hartree
multiplicity = 5
net charge = +2

Atom charges from the Mulliken analysis, given in e for atoms 1 to 8: 0.68, -1.08, 0.21, -1.07, -1.03, 0.19, -0.37, -1.13

---

The ion C33H40N3O2 with charge +1, computed with ωB97M-V/def2-TZVPD.

XYZ file:
```
78
Properties=species:S:1:pos:R:3
C -4.78594 -2.03388 -2.42252
N -4.71028 -1.87610 -0.97533
C -5.50775 -2.75237 -0.21029
C -5.75691 -4.06528 -0.67492
C -6.41201 -4.98340 0.14879
C -6.83882 -4.60706 1.43049
C -6.69488 -3.27936 1.84672
C -6.10842 -2.34174 0.99664
C -3.69279 -1.06295 -0.47120
C -3.50728 -0.80927 0.90329
C -2.44795 -0.02916 1.35726
C -1.45911 0.41650 0.47656
C -0.21775 1.16215 0.96034
C 1.08124 0.50723 0.42818
C 2.26984 1.18556 0.09798
C 3.39357 0.48562 -0.37216
C 3.41798 -0.92859 -0.44481
N 4.54442 -1.63308 -0.90269
C 5.32995 -1.09549 -2.00160
C 4.95710 -2.86816 -0.38028
C 5.64891 -3.80040 -1.18863
C 6.13249 -4.98872 -0.64197
C 6.02059 -5.23652 0.73237
C 5.37298 -4.29993 1.54937
C 4.82259 -3.14007 0.99918
C 2.23336 -1.60305 -0.07539
C 1.10877 -0.89451 0.33611
C -1.58577 0.10031 -0.88456
C -2.71149 -0.55698 -1.35558
H -4.74609 -1.05560 -2.91353
H -3.97091 -2.65997 -2.81425
H -5.73979 -2.49993 -2.67896
H -5.40167 -4.35653 -1.66847
H -6.57456 -5.99879 -0.21534
H -7.29976 -5.34160 2.09080
H -7.04009 -2.96515 2.83147
H -6.09849 -1.28650 1.27207
H -4.18271 -1.22259 1.64305
H -2.38839 0.23065 2.41530
H -0.18973 1.08006 2.05924
H 2.34118 2.27779 0.16279
H 4.28025 1.05068 -0.67176
H 6.37471 -1.39788 -1.87450
H 4.97898 -1.47552 -2.97128
H 5.27611 -0.00644 -2.01969
H 5.80280 -3.59915 -2.25023
H 6.60960 -5.72894 -1.28638
H 6.44498 -6.14649 1.16521
H 5.29740 -4.47000 2.62448
H 4.32692 -2.41031 1.64167
H 2.18501 -2.69095 -0.13797
H 0.20027 -1.44747 0.56943
H -0.81093 0.40424 -1.59076
H -2.80498 -0.71843 -2.42695
C 2.21156 6.10951 1.24279
O 1.13817 5.19401 1.10997
C 1.00408 4.31101 2.20857
C -0.24478 3.47742 2.01698
N -0.27688 2.64501 0.70402
C -1.44781 3.18749 -0.11031
C -0.91079 4.37607 -0.88507
O 0.43060 4.05743 -1.28376
C 1.01467 5.04512 -2.11856
H 2.05419 6.86032 0.46523
H 2.24592 6.59805 2.23138
H 3.18682 5.62286 1.08208
H 1.90940 3.68051 2.32576
H 0.83528 4.91068 3.12467
H -0.36376 2.76391 2.84185
H -1.11359 4.15152 1.96590
H 0.54928 2.90225 0.14233
H -1.81501 2.40601 -0.78213
H -2.24691 3.47409 0.59037
H -1.51861 4.52121 -1.79823
H -0.93878 5.29561 -0.26530
H 2.05751 4.74753 -2.26247
H 0.50354 5.07359 -3.09737
H 0.96914 6.05230 -1.66548
```

Computed properties:
SMILES = COCC[NH+](CCOC)C(c1ccc(N(C)c2ccccc2)cc1)c1ccc(N(C)c2ccccc2)cc1
ΔE to the lowest compared entry with this formula, charge and spin = 105.5 kJ/mol
gap between HOMO and LUMO = 0.282 hartree
net charge = +1

Atom charges from the Mulliken analysis, given in e for atoms 1 to 8: -1.62, 0.01, 0.39, -0.39, -0.60, -0.49, -0.55, -0.42

---

A structure of composition C33H40N5O7S3SeTi, computed with ωB97M-V/def2-TZVPD.

XYZ file:
```
90
Properties=species:S:1:pos:R:3
Ti 0.29507 -0.49078 -0.34566
C -1.45753 1.64955 1.87624
C -0.55639 2.84364 1.60999
S 0.51384 2.68145 0.14998
C 2.08202 3.21668 0.86197
C 2.66857 2.27974 1.91442
S 2.61897 0.52607 1.43765
C 1.98108 -0.18312 2.96799
C 0.55641 0.23080 3.31288
S -0.66350 0.02611 1.97779
H -2.19728 1.49278 1.09229
H -1.99714 1.79327 2.81382
H 0.08052 3.05591 2.46808
H -1.19849 3.71451 1.47411
H 1.96987 4.21605 1.28475
H 2.75121 3.31090 0.00891
H 2.13263 2.38564 2.85628
H 3.70419 2.55885 2.10948
H 2.63917 0.09430 3.79257
H 2.05937 -1.26078 2.84710
H 0.50794 1.27552 3.61539
H 0.20232 -0.36301 4.15547
O -4.58738 -3.72296 -3.22182
C -4.88923 -3.73832 -2.00628
O -5.25052 -4.67145 -1.28074
C -4.58189 -2.41929 -1.26231
C -4.79843 -2.27100 0.09824
C -4.21858 -1.19527 0.76272
N -3.37128 -0.34989 0.17973
C -3.21677 -0.47732 -1.14170
C -3.85552 -1.43080 -1.90915
C -2.08990 0.25445 -1.78194
O -1.97823 0.44309 -2.97132
O -1.10014 0.58859 -0.93883
H -5.36670 -3.02850 0.62241
H -4.38376 -1.04908 1.82540
H -3.70367 -1.49532 -2.97605
C 3.97705 0.32563 -6.46020
O 2.82868 -0.14709 -5.76063
C 3.00660 -1.11903 -4.84036
C 4.22008 -1.73011 -4.54509
C 4.27814 -2.72381 -3.57788
C 3.14181 -3.13109 -2.89537
C 1.93087 -2.52485 -3.18268
C 1.86882 -1.52486 -4.13552
N 0.62513 -0.86436 -4.44843
C 0.38569 0.39246 -4.27181
C 1.29988 1.27387 -3.58301
C 1.65247 2.45589 -4.23979
C 2.71787 3.21249 -3.79336
C 3.43594 2.78241 -2.68235
C 3.04938 1.65547 -1.97470
C 1.94525 0.92110 -2.38721
O 1.49851 -0.10319 -1.64251
H 3.61813 1.10106 -7.12945
H 4.43521 -0.47422 -7.04332
H 4.70637 0.74792 -5.76653
H 5.11850 -1.43880 -5.06824
H 5.23153 -3.18537 -3.35799
H 3.20043 -3.89684 -2.13393
H 1.03654 -2.79987 -2.64380
H -0.06513 -1.39789 -4.96516
H -0.50008 0.79223 -4.74775
H 1.11328 2.74361 -5.13403
H 3.00247 4.11472 -4.31557
H 4.29935 3.34594 -2.35139
H 3.59184 1.32342 -1.09938
C -2.14485 -5.12591 -2.04655
N -1.45696 -3.82114 -2.05675
C -1.48035 -3.14338 -3.35084
C -1.02899 -3.23205 -0.95192
O -0.74967 -1.95180 -0.98498
N -0.90195 -3.92461 0.19186
C -1.25009 -3.33720 1.47333
C -0.41435 -5.29915 0.24576
H -2.91617 -5.08978 -2.81244
H -2.64300 -5.27568 -1.09358
H -1.44877 -5.93933 -2.24744
H -2.49450 -3.24012 -3.74749
H -0.76436 -3.61765 -4.02795
H -1.24980 -2.09228 -3.21182
H -1.76011 -2.39133 1.32551
H -0.36440 -3.19429 2.09693
H -1.93741 -4.01314 1.98553
H 0.05683 -5.57026 -0.69422
H -1.21114 -6.00817 0.47295
H 0.34551 -5.34809 1.02557
Se 3.14800 -4.15578 1.20764
C 2.10926 -2.82380 0.78558
N 1.39473 -1.92325 0.51999
```

Computed properties:
ΔE to the lowest compared entry with this formula, charge and spin = 56.2 kJ/mol
gap between HOMO and LUMO = 0.222 hartree
net charge = +1

Atom charges from the Mulliken analysis, given in e for atoms 1 to 8: -1.30, -0.76, -1.04, 0.20, -0.75, -1.06, 0.12, -0.69

---

A structure of composition C33H41AsClN2O6PPbSe2Si, computed with ωB97M-V/def2-TZVPD.

XYZ file:
```
89
Properties=species:S:1:pos:R:3
Pb 0.78966 2.00272 21.47935
C -0.26352 5.77368 23.30429
C -1.00855 4.59279 23.84853
C -1.86064 4.72556 24.95106
C -2.51140 3.58262 25.37605
C -2.28588 2.38144 24.75467
C -1.41888 2.32943 23.62865
N -0.81980 3.47093 23.18106
N -1.11276 1.22485 22.94267
Si -1.90899 -0.29025 22.92156
C -1.69568 -1.32757 24.51201
C -3.75275 -0.17321 22.60203
C -1.17744 -1.38070 21.59998
H -0.45246 5.89229 22.25001
H 0.79789 5.56478 23.38561
H -0.51891 6.69781 23.83084
H -1.97209 5.68510 25.46380
H -3.19768 3.59668 26.20828
H -2.78921 1.48005 25.08995
H -2.15169 -0.90234 25.42409
H -0.63036 -1.45298 24.68523
H -2.09932 -2.32339 24.36418
H -4.23788 0.37182 23.41260
H -4.20467 -1.16795 22.52989
H -3.94864 0.36138 21.67153
H -0.09128 -1.18270 21.57365
H -1.59111 -1.18828 20.62138
H -1.25894 -2.47228 21.81682
Se 3.32912 2.22420 19.36433
P 2.06773 3.51704 18.24383
Se 0.33881 4.28126 19.24087
C 1.45034 2.61004 16.78405
C 0.11500 2.40198 16.53501
C -0.25665 1.70636 15.36011
C 0.71083 1.26856 14.46968
C 2.06619 1.43049 14.78005
C 2.42379 2.10211 15.92793
C 2.91764 4.97848 17.56382
C 3.90812 5.55276 18.34882
C 4.34198 6.83227 18.06073
C 3.87674 7.49906 16.93458
C 2.94934 6.88510 16.09860
C 2.43078 5.63370 16.42591
H -0.65067 2.69431 17.24554
H -1.31218 1.52954 15.18051
H 0.43149 0.83812 13.51431
H 2.83908 1.00180 14.13321
H 3.46465 2.21261 16.16121
H 4.24834 5.03577 19.23445
H 5.11232 7.25114 18.70243
H 4.26368 8.45689 16.65156
H 2.54711 7.37505 15.22652
H 1.65441 5.17861 15.83736
O 4.13276 5.59696 22.10792
C 4.60853 5.42370 23.36230
C 5.49972 6.37010 23.85823
C 6.01034 6.26496 25.14590
C 5.67379 5.18246 25.95014
C 4.77908 4.22368 25.43923
C 4.21970 4.33185 24.17917
C 3.15614 3.32020 23.69479
O 2.94809 2.30960 24.39717
O 2.54731 3.63908 22.63905
H 3.47344 4.86784 21.96899
H 5.77222 7.16675 23.19227
H 6.68547 7.00896 25.58073
H 6.09441 5.02767 26.94613
H 4.44837 3.39000 26.03963
Cl 1.33158 -2.83745 18.71495
C 1.21896 -1.01165 18.89069
C -0.17344 -0.41100 18.71933
O -0.83308 -0.78339 17.73962
O -0.44258 0.47110 19.58728
H 1.87514 -0.65948 18.10234
H 1.65201 -0.80001 19.86299
C 1.90827 -0.37681 24.84355
As 2.90910 -0.77034 23.22484
C 4.78897 -0.45458 23.66312
C 2.72936 -2.67618 22.99811
O 2.39261 0.02469 21.86023
H 1.63432 -1.34932 25.25395
H 1.03529 0.20216 24.56861
H 2.54531 0.17822 25.50735
H 5.06161 -1.04614 24.54133
H 4.90034 0.60099 23.87939
H 5.43606 -0.74745 22.85336
H 3.03338 -3.11606 23.93849
H 3.33376 -3.04132 22.17355
H 1.69666 -2.84709 22.72833
```

Computed properties:
gap between HOMO and LUMO = 0.244 hartree
net charge = -2

Atom charges from the Mulliken analysis, given in e for atoms 1 to 8: 1.06, -0.96, 0.39, -0.74, -0.54, -0.61, 0.70, 0.03

---

A structure of composition C33H41AsF3FeN8O6S3, computed with ωB97M-V/def2-TZVPD.

XYZ file:
```
96
Properties=species:S:1:pos:R:3
Fe 0.12387 0.09660 0.06937
C 5.94157 1.02310 5.39298
C 5.38334 0.53781 4.07626
C 5.05009 -0.80150 3.89541
C 4.53128 -1.25227 2.68919
C 4.35891 -0.35797 1.63712
C 4.69472 0.98131 1.79861
C 5.19423 1.41853 3.01490
S 3.74210 -0.98340 0.08337
O 4.81106 -0.83123 -0.87818
O 3.34774 -2.33747 0.39482
N 2.45685 -0.13965 -0.32016
C 2.53492 1.03796 -1.04513
C 3.67303 1.77846 -1.43899
C 3.49168 3.00046 -2.04694
C 2.20818 3.48761 -2.28723
C 1.15493 2.67892 -1.92410
N 1.30971 1.48757 -1.35027
H 5.55067 0.43116 6.22380
H 5.68875 2.07139 5.56667
H 7.03287 0.93566 5.40609
H 5.17323 -1.49767 4.71954
H 4.25131 -2.28856 2.54803
H 4.54333 1.68570 0.99058
H 5.43238 2.46873 3.14447
H 4.66154 1.37920 -1.27207
H 4.35728 3.58960 -2.33208
H 2.03777 4.45487 -2.74005
H 0.12419 2.97854 -2.10157
N -6.09030 4.33502 1.23674
C -5.43154 3.09942 1.15567
C -5.95478 2.06776 0.37486
C -5.31801 0.83917 0.31634
C -4.15719 0.63447 1.04962
C -3.63501 1.65010 1.84223
C -4.26991 2.87610 1.89539
S -3.27070 -0.88851 0.94488
O -4.16901 -1.90212 0.46614
O -2.66752 -1.09718 2.23973
N -2.02194 -0.62731 -0.05612
C -2.19898 -0.39139 -1.37744
N -1.02410 -0.14282 -2.00761
C -1.05770 0.12485 -3.29905
C -2.23197 0.12855 -4.03410
C -3.38547 -0.13044 -3.30784
N -3.39493 -0.38171 -2.00735
H -6.66171 4.55956 0.44138
H -5.49841 5.10063 1.50961
H -6.86242 2.23892 -0.19757
H -5.69884 0.02991 -0.29188
H -2.71914 1.47623 2.39219
H -3.85111 3.67854 2.49691
H -0.09803 0.34916 -3.76364
H -2.24743 0.33729 -5.09428
H -4.35854 -0.12394 -3.79699
S 0.03643 -2.82400 -0.41347
C 0.99714 -3.41445 -1.64096
N 0.79162 -3.19110 -2.95255
C 1.72117 -3.90602 -3.81411
C 2.77606 -4.37807 -2.79874
N 2.09553 -4.20668 -1.51069
H -0.06219 -2.76004 -3.26077
H 2.14754 -3.25241 -4.57386
H 1.23967 -4.74859 -4.31313
H 3.68529 -3.77399 -2.84628
H 3.04558 -5.41989 -2.96023
H 2.65196 -3.95813 -0.70471
F -1.11624 3.86746 2.73374
C -0.51172 4.08721 1.53515
F -1.41347 4.69305 0.73836
F 0.49656 4.94712 1.74331
C -0.02856 2.73658 0.95938
O 1.15032 2.42996 1.19254
O -0.92413 2.08306 0.36781
C 1.59595 2.22355 4.29286
C 1.60800 0.72201 3.99053
As 0.01351 0.09081 3.03725
C 0.39891 -1.83978 3.13969
C 0.91615 -2.45888 4.43737
C -1.29397 0.39881 4.48556
C -0.81330 0.24906 5.92646
H 2.46830 2.50488 4.89337
H 0.69961 2.52274 4.84851
H 1.61507 2.79542 3.36433
H 1.70919 0.13451 4.90258
H 2.44757 0.48304 3.34606
H 1.12841 -2.00034 2.34574
H -0.52047 -2.32968 2.82210
H 1.89104 -2.05503 4.72251
H 1.02959 -3.53883 4.30535
H 0.22867 -2.30112 5.27155
H -2.11913 -0.27280 4.26763
H -1.65970 1.41397 4.32223
H -0.50181 -0.77226 6.14857
H -1.63101 0.49995 6.60972
H 0.02259 0.91245 6.15636
```

Computed properties:
gap between HOMO and LUMO (spin up / spin down) = 0.288 / 0.286 hartree
multiplicity = 5
net charge = -1

Atom charges from the Mulliken analysis, given in e for atoms 1 to 8: 1.70, -1.71, 1.13, -0.88, 0.00, -0.31, -0.04, -0.98

---

Total energy (computed, eV): -105486.18604 -43427.89802 -177618.14307 -276627.35418 -194981.74595